Entry 1:
{"formula": "C5H4O2", "method": "ωB97M-V/def2-TZVPD", "gap_ev": 8.76, "homo_energy_ev": -9.42, "relative_energy_kcal_mol": 14.6, "total_energy_ha": -343.36913, "elements": ["O", "C", "C", "C", "C", "C", "O", "H", "H", "H", "H"], "xyz": [[0.72792, -1.22767, 2.11735], [0.30281, -0.73243, 1.10313], [-1.05562, -0.22765, 0.79857], [-1.06091, 0.38944, -0.38934], [0.31389, 0.52485, -0.98921], [1.16247, -0.41418, -0.15573], [2.30531, -0.74318, -0.34131], [-1.89546, -0.31495, 1.47952], [-1.94268, 0.80670, -0.87038], [0.74459, 1.48291, -0.67618], [0.39766, 0.45614, -2.07642]]}

***

Entry 2:
{"formula": "C5H4O2", "method": "ωB97M-V/def2-TZVPD", "gap_ev": [7.88, 7.88], "homo_energy_ev": [-8.56, -8.56], "relative_energy_kcal_mol": 64.5, "total_energy_ha": -343.28965, "elements": ["O", "C", "C", "C", "C", "C", "O", "H", "H", "H", "H"], "xyz": [[-0.22326, 2.80036, -0.23452], [0.32886, 1.81908, -0.00598], [-1.50573, -0.69461, -0.19581], [-0.27799, -1.22048, -0.26876], [0.95725, -0.61700, 0.22657], [1.14189, 0.71365, 0.33178], [2.01541, 1.60263, 0.71649], [-1.71665, 0.23832, 0.32365], [-2.35652, -1.19567, -0.64664], [-0.16001, -2.19455, -0.74140], [1.79675, -1.25174, 0.49462]]}

***

Entry 3:
{"formula": "C5H4O2S", "method": "ωB97M-V/def2-TZVPD", "gap_ev": 8.32, "homo_energy_ev": -9.57, "relative_energy_kcal_mol": 82.9, "total_energy_ha": -741.45448, "elements": ["O", "C", "C", "C", "C", "S", "C", "O", "H", "H", "H", "H"], "xyz": [[1.01102, 0.72045, 2.04580], [0.72084, 0.49115, 0.87656], [-0.02573, -0.69960, 0.30214], [-0.84670, -1.45670, -0.10429], [-2.03494, -2.27389, -0.54144], [-1.88505, -3.76783, -1.05626], [0.96777, 1.36283, -0.33889], [1.62212, 2.53258, 0.17628], [-2.99745, -1.69563, -0.31921], [-0.13000, 1.60790, -0.80420], [1.47388, 0.89775, -1.21253], [2.12425, 2.28100, 0.97604]]}

***

Entry 4:
{"formula": "C5H4O2S", "method": "ωB97M-V/def2-TZVPD", "gap_ev": 8.75, "homo_energy_ev": -9.71, "relative_energy_kcal_mol": 28.4, "total_energy_ha": -741.54132, "elements": ["C", "C", "C", "C", "O", "S", "C", "O", "H", "H", "H", "H"], "xyz": [[1.40288, 0.65175, -1.01185], [0.16491, 0.17949, -0.22129], [-0.00152, -0.98177, 0.38913], [-1.14277, -1.23632, 1.29809], [-1.33342, -2.21764, 1.92113], [-2.32017, 0.03446, 1.32610], [-0.94790, 1.19972, 0.06486], [-1.20690, 2.25157, -0.39565], [1.62719, 1.55599, -0.52517], [1.21159, 0.64032, -2.07776], [1.92983, -0.29844, -0.84316], [0.61630, -1.77911, 0.07558]]}

***

Entry 5:
{"formula": "C5H4O4Tl", "method": "ωB97M-V/def2-TZVPD", "gap_ev": [7.93, 7.35], "homo_energy_ev": [-17.78, -17.32], "total_charge": 2, "total_energy_ha": -665.38089, "spin_multiplicity": 2, "elements": ["C", "C", "H", "H", "O", "C", "O", "O", "Tl", "C", "C", "O", "H", "H"], "xyz": [[0.71503, 2.58576, -1.20085], [1.61423, 2.51021, -2.01135], [2.42828, 2.45889, -2.71787], [1.40461, 0.53031, -1.11622], [-0.40056, -0.01477, 0.08251], [0.60331, -0.91936, -0.16387], [0.51740, -2.06990, 0.17643], [1.55544, -0.40826, -0.86455], [1.44805, -3.99825, 0.48720], [-1.78861, 0.09492, 1.40992], [-1.79185, -0.56251, 0.27992], [-1.96411, 0.25446, 2.61681], [-2.07560, -1.61122, 0.13207], [-2.26562, 1.14973, 2.88985]]}

***

Entry 6:
{"formula": "C5H4O4Zn", "method": "ωB97M-V/def2-TZVPD", "gap_ev": 8.96, "homo_energy_ev": -18.82, "relative_energy_kcal_mol": 0.0, "total_charge": 2, "total_energy_ha": -2272.26716, "elements": ["C", "C", "H", "H", "O", "C", "O", "O", "Zn", "C", "C", "O", "H", "H"], "xyz": [[-1.05132, -0.65461, 2.95946], [-1.71027, -1.66494, 2.67838], [-2.12919, -2.64651, 2.49014], [-1.22089, -0.98024, 1.68956], [0.74815, 1.77973, -0.60752], [0.35529, 0.88939, 0.27108], [0.97884, 0.72582, 1.34958], [-0.28722, -0.10994, -0.30276], [0.30951, 0.81688, 2.93446], [0.87452, 0.70758, -2.31704], [-0.14656, -0.03863, -1.93473], [1.83022, 0.79326, -3.10549], [-0.26642, -1.07131, -2.28329], [1.71534, 1.45355, -3.82184]]}

***

Entry 7:
{"formula": "C5H4OS2", "method": "ωB97M-V/def2-TZVPD", "gap_ev": 8.01, "homo_energy_ev": -8.28, "relative_energy_kcal_mol": 10.3, "total_energy_ha": -1064.48872, "elements": ["S", "C", "C", "C", "O", "C", "S", "C", "H", "H", "H", "H"], "xyz": [[0.53334, 2.13449, 1.96629], [0.28066, 0.79984, 1.04172], [-0.13012, -0.51433, 1.53352], [-0.49126, -1.48988, 0.67157], [-0.32132, -1.34508, -0.64972], [0.01212, -0.13612, -1.14216], [0.09877, -0.20075, -2.89458], [0.36713, 0.90005, -0.37316], [-0.18018, -0.81148, 2.64727], [-0.94340, -2.46422, 0.94863], [0.22215, 1.19949, -2.94609], [0.55211, 1.92799, -0.80329]]}

***

Entry 8:
{"formula": "C5H4S2", "method": "ωB97M-V/def2-TZVPD", "gap_ev": 8.68, "homo_energy_ev": -8.77, "relative_energy_kcal_mol": 43.7, "total_energy_ha": -989.19540, "elements": ["C", "C", "C", "C", "C", "S", "S", "H", "H", "H", "H"], "xyz": [[2.25358, -0.71958, 2.64415], [1.30135, -0.24381, 2.08221], [0.22259, 0.35369, 1.30963], [0.57333, 1.04913, -0.05018], [-0.43647, 0.26057, -0.93118], [-0.80177, 0.42428, -2.48419], [-0.95412, -0.86091, 0.31167], [3.15156, -1.15095, 2.95779], [-0.44965, 0.96426, 1.90233], [1.56675, 0.85177, -0.46560], [0.33923, 2.12093, 0.03796]]}